Computed, not measured: the ion C4H2NO3 with charge -1 in a non-equilibrium geometry, with wB97M-V/def2-TZVPD.

Geometry (Å):
N 0.195 2.077 1.734
C 0.274 1.177 1.045
C 0.266 0.117 0.096
C -0.009 0.500 -1.509
O -1.187 0.367 -1.676
O 0.932 0.980 -2.143
C -0.187 -1.206 0.573
O 1.212 -1.114 0.703
H -0.892 -1.103 1.420
H -0.603 -1.794 -0.243

## Properties
Kohn-Sham gap (eV): 9.1
Calculated total energy (hartree): -434.0978
Total charge: -1
Structure (SMILES): N#C[C@]1(C(=O)[O-])CO1